Computed, not measured: an isolated ion of composition C21H49BN4O4P3 and charge +1, with the ωB97M-V functional and the def2-TZVPD basis.

SMILES: CCP(C)[C@]1(CCCO)[C@H](CC[C@@H](C)CCC=C(C)C)C[C@@](O)(B(N)O)[N@H+]([PH2]=N)[C@@H]1P(N)O
lowest unoccupied orbital energy: -2.9585 eV
E_HOMO: -0.3795 hartree
charge: +1

Geometry (Å):
C  -2.11151  -3.02916  -3.31868
C  -1.05519  -2.22674  -2.52257
P  -1.45620  -2.04008  -0.72864
C  0.09987  -2.60650  0.07636
C  -1.71530  -0.17162  -0.34959
C  -2.53163  0.51545  -1.48079
C  -4.04792  0.30555  -1.60750
C  -4.57411  -1.11342  -1.78377
O  -6.00538  -1.09050  -1.75160
C  -0.34580  0.61998  -0.29521
C  0.59082  0.33701  -1.47041
C  1.85498  1.20043  -1.47657
C  2.79965  0.80837  -2.62368
C  3.66050  1.98934  -3.05661
C  3.59824  -0.45973  -2.24555
C  4.97546  -0.19531  -1.61960
C  4.99825  0.30593  -0.19201
C  4.81550  -0.43259  0.90295
C  3.91969  -1.64828  0.94057
C  5.51178  -0.09549  2.19371
C  0.32193  0.58035  1.07602
C  -0.53502  1.25356  2.16421
O  -0.29202  0.67789  3.41433
B  -0.01823  2.82488  2.27528
N  0.21612  3.43891  3.56137
O  0.23401  3.50283  1.10305
N  -2.00518  1.23378  1.72651
P  -3.15059  1.96770  2.95995
N  -2.74043  1.91403  4.43415
C  -2.47879  -0.04061  1.00591
P  -2.50763  -1.60465  2.10025
N  -3.27737  -0.95346  3.50225
O  -3.76281  -2.41193  1.44615
H  -1.68581  -3.96775  -3.66754
H  -2.48907  -2.46942  -4.17199
H  -2.94830  -3.30674  -2.67907
H  -0.81709  -1.29338  -3.02533
H  -0.12540  -2.80076  -2.53925
H  0.12618  -2.35858  1.13228
H  0.03122  -3.69588  0.02176
H  1.02149  -2.31961  -0.42699
H  -2.08443  0.25569  -2.44020
H  -2.39034  1.60150  -1.40136
H  -4.58361  0.77723  -0.77427
H  -4.36925  0.86941  -2.48556
H  -4.33144  -1.46581  -2.78397
H  -4.21020  -1.80524  -1.02192
H  -6.30734  -1.21295  -0.84196
H  -0.60856  1.68090  -0.43357
H  0.88161  -0.70675  -1.54219
H  0.06636  0.58991  -2.39502
H  1.56463  2.25282  -1.55953
H  2.42149  1.08809  -0.54784
H  2.16681  0.55196  -3.48271
H  4.22672  2.40243  -2.21756
H  3.04932  2.79149  -3.46928
H  4.39719  1.67509  -3.79739
H  3.00393  -1.03348  -1.53095
H  3.74108  -1.06372  -3.14398
H  5.50713  -1.15092  -1.61174
H  5.57138  0.47045  -2.23995
H  5.22636  1.35975  -0.04752
H  4.25850  -2.43637  0.25780
H  2.90456  -1.38325  0.64499
H  3.92301  -2.09004  1.93637
H  4.81481  0.18103  2.99210
H  6.20945  0.72832  2.06031
H  6.05527  -0.98000  2.52956
H  1.22475  1.18909  1.02216
H  0.63655  -0.41178  1.39276
H  -1.00981  0.12081  3.73693
H  -0.59248  3.26510  4.16311
H  0.98788  3.01988  4.07606
H  -0.45778  4.06304  0.73449
H  -2.05338  1.92582  0.96985
H  -3.15010  3.26603  2.43198
H  -4.35185  1.37827  2.55443
H  -3.38647  1.41098  5.02945
H  -3.53678  0.16292  0.81488
H  -4.19195  -1.36725  3.66004
H  -2.72732  -1.19895  4.32036
H  -4.59461  -1.91530  1.43675


Computed, not measured: C21H49Br5ClCs2FNNbO7PS as an isolated structure, with the ωB97M-V functional and the def2-TZVPD basis.

lowest unoccupied orbital energy: -1.5599 eV
E_HOMO: -0.0968 hartree
charge: -1

Geometry (Å):
O  -0.53669  1.11369  5.83022
P  -1.43321  0.38934  4.87554
O  -1.68899  -1.27677  5.34753
O  -2.95821  1.15162  4.68024
Nb  -0.46607  0.24124  2.46933
C  0.26783  -0.29753  0.35879
C  -0.19444  -1.78710  0.12470
C  -1.50477  -2.03680  -0.47404
C  -1.94738  -3.41273  -0.65568
C  -1.05615  -4.50581  -0.23342
C  0.24539  -4.25834  0.37350
C  0.69329  -2.88320  0.54898
H  -1.20120  -1.77755  4.65912
H  -3.40976  0.58591  4.01999
H  0.88993  1.41334  2.77490
H  0.59150  -1.11065  3.15783
H  -1.84102  -0.93352  2.14973
H  -1.47780  1.64340  1.87345
H  -0.22209  0.34216  -0.41380
H  1.38454  -0.24846  0.27170
H  -2.13779  -1.15150  -0.73985
H  -2.95316  -3.59457  -1.09212
H  -1.42714  -5.54904  -0.38480
H  0.92324  -5.07707  0.71919
H  1.66543  -2.58623  1.01267
O  -0.12805  0.44700  -4.11323
S  -1.49343  0.06750  -4.41719
O  -2.01145  -1.20299  -4.07196
O  -1.77760  0.34945  -5.98508
C  -0.93035  -0.31001  -6.96426
C  -1.20918  -1.79628  -7.06083
C  -2.59620  1.29352  -3.74795
H  0.12594  -0.12521  -6.73866
H  -1.14027  0.15001  -7.93672
H  -0.96502  -2.30731  -6.13124
H  -0.61461  -2.24914  -7.85120
H  -2.26439  -1.97570  -7.25986
H  -2.24159  2.28589  -4.02360
H  -2.58856  1.18232  -2.65973
H  -3.59812  1.11326  -4.12827
Cs  -0.65744  2.69628  -4.19818
Cs  1.61509  1.97667  -8.12796
Cl  -1.11703  -4.34387  -7.88489
C  1.61673  -5.62255  -3.06914
C  1.12598  -6.83019  -2.23433
O  1.67623  -6.74986  -1.01745
H  2.70485  -5.62611  -3.18170
H  1.18088  -5.65972  -4.07749
H  1.31745  -4.67231  -2.61746
H  1.36380  -7.72420  -2.85319
H  0.01484  -6.79642  -2.30551
N  -3.36683  -3.29952  3.98385
H  -2.80924  -2.57928  4.49652
H  -2.94318  -3.46510  3.06240
H  -3.37405  -4.16876  4.51917
H  -4.32283  -2.96444  3.86331
C  -2.52777  2.75161  8.22321
C  -1.72132  3.92714  8.75677
C  -0.24382  3.58637  8.97460
C  0.02450  2.49705  10.01113
C  -0.53197  2.77606  11.41024
C  0.07407  4.01144  12.06613
H  -2.53829  1.91494  8.92605
H  -3.56685  3.05078  8.04975
H  -2.11361  2.40265  7.27659
H  -2.17528  4.29700  9.68463
H  -1.78518  4.75024  8.03687
H  0.28947  4.50194  9.25960
H  0.19647  3.26595  8.02037
H  1.10677  2.34961  10.08201
H  -0.38279  1.54766  9.65299
H  -0.32399  1.90729  12.04477
H  -1.62192  2.87591  11.37558
H  1.15887  3.91204  12.15305
H  -0.33432  4.14510  13.07280
H  -0.14442  4.91798  11.49830
F  1.22642  1.70976  6.80808
C  2.37221  -1.35112  -13.48377
Br  4.24989  -1.10162  -13.08967
Br  1.48326  -2.39505  -12.12139
Br  1.47502  0.33771  -13.80109
H  2.31385  -1.91790  -14.40698
Br  6.29478  3.87330  -7.86272
C  7.23555  5.15723  -8.98534
C  6.27153  6.05044  -9.72246
Br  5.45667  5.12439  -11.23091
H  7.88248  4.58510  -9.64632
H  7.84886  5.73954  -8.29841
H  6.79428  6.90060  -10.15958
H  5.45889  6.41210  -9.09678


Computed, not measured: a 6-piece molecular cluster, C21H49F2N2O7S3 overall, with the ωB97M-V functional and the def2-TZVPD basis.

lowest unoccupied orbital energy: -3.6288 eV
E_HOMO: -0.4327 hartree
charge: +1

Geometry (Å):
O  -5.50576  -3.96681  1.17098
S  -5.58813  -2.96328  0.20644
O  -6.18169  -3.26611  -1.02503
F  -6.22231  -1.72201  0.84130
N  -4.00126  -2.43406  -0.18440
C  -3.71116  -1.23630  -0.63889
S  -4.77540  0.11354  -0.97163
N  -2.39146  -1.16156  -0.82386
C  -1.85224  -2.36786  -0.44142
C  -0.39188  -2.73107  -0.43828
C  0.33509  -1.91964  0.70297
C  -0.59571  -1.58511  1.87141
F  0.18093  -1.21122  2.96843
C  -2.80521  -3.22204  -0.03623
S  -2.58489  -4.84520  0.54036
H  -4.00623  1.18194  -0.65283
H  -1.88967  -0.36221  -1.18715
H  0.08226  -2.50215  -1.39462
H  -0.26068  -3.78610  -0.20584
H  1.20883  -2.45496  1.06305
H  0.60768  -0.95231  0.27034
H  -1.17501  -2.45219  2.20521
H  -1.22963  -0.71747  1.66359
H  -2.86257  -5.66850  -0.50072
C  4.86785  -0.61375  3.13805
C  4.22386  -0.45053  1.77078
C  3.95301  1.01236  1.46143
O  2.99843  -1.19179  1.72474
H  4.20641  -0.23629  3.92290
H  5.05076  -1.66774  3.35216
H  5.81538  -0.07664  3.19493
H  4.87605  -0.87296  1.00508
H  3.26397  1.44226  2.19449
H  3.48255  1.11592  0.48108
H  4.87126  1.59623  1.47032
H  2.40966  -0.83025  2.39882
C  -3.77761  1.89396  -5.11836
C  -3.03482  0.58166  -5.30704
C  -3.73080  -0.31192  -6.32016
O  -2.93981  -0.10124  -4.04786
H  -4.79099  1.71436  -4.74471
H  -3.27353  2.52206  -4.38303
H  -3.84705  2.44616  -6.05560
H  -2.01441  0.78126  -5.63533
H  -4.74183  -0.56097  -5.98475
H  -3.19121  -1.25275  -6.43769
H  -3.79845  0.17428  -7.29339
H  -3.83747  -0.28406  -3.74975
C  2.01090  -6.72200  2.66955
C  0.53826  -6.88468  2.33041
C  0.17603  -8.34575  2.11897
O  0.22982  -6.13469  1.14742
H  2.63767  -7.09252  1.85368
H  2.25808  -5.66874  2.81082
H  2.26901  -7.26508  3.57911
H  -0.07110  -6.46838  3.13405
H  0.74499  -8.76753  1.28584
H  -0.88136  -8.44729  1.86899
H  0.38014  -8.93645  3.01226
H  0.76262  -6.49132  0.42761
C  -1.44308  5.43396  -1.77942
C  -1.87524  5.56533  -3.23209
C  -2.01484  7.02393  -3.63653
O  -3.12008  4.88860  -3.42886
H  -2.18676  5.88151  -1.11401
H  -1.35347  4.38207  -1.50029
H  -0.48384  5.92283  -1.60546
H  -1.14562  5.07409  -3.87741
H  -2.77640  7.52128  -3.02952
H  -2.33176  7.10340  -4.67666
H  -1.07227  7.55969  -3.51754
H  -3.77726  5.31182  -2.86590
C  4.95645  6.14852  2.75046
C  4.70766  4.74045  3.26868
C  5.14878  4.59863  4.71732
O  5.40845  3.79670  2.45683
H  6.02230  6.38929  2.78563
H  4.64277  6.23410  1.70924
H  4.41406  6.88915  3.34005
H  3.64629  4.50067  3.18353
H  6.22072  4.79068  4.81422
H  4.97163  3.58282  5.07368
H  4.61212  5.29366  5.36476
H  6.34925  3.99429  2.52030


Computed, not measured: a 4-piece molecular cluster, C21H50BO8 overall, with the ωB97M-V functional and the def2-TZVPD basis.

lowest unoccupied orbital energy: 2.3802 eV
E_HOMO: -0.1641 hartree
charge: -1

Geometry (Å):
C  3.94419  0.29801  3.21198
B  2.69667  0.99027  2.38430
C  1.73991  -0.12194  1.57159
C  1.63929  0.26729  0.01913
C  0.27744  0.97634  -0.41866
C  -0.24250  2.12226  0.56722
C  0.18989  3.61303  0.13428
C  1.74266  3.91276  0.29768
O  2.56503  3.34228  -0.75872
C  3.93833  3.46280  -0.47186
C  4.99859  2.28673  -0.49578
O  4.36683  4.61461  -0.19867
H  4.92312  0.86833  2.98770
H  3.74793  0.47591  4.33323
H  4.08731  -0.81635  3.01505
H  1.99631  1.61309  3.15307
H  3.11638  1.82588  1.61577
H  0.72293  -0.19007  2.09355
H  2.31065  -1.11490  1.63485
H  2.57322  0.84138  -0.32032
H  1.68476  -0.72776  -0.57001
H  0.49498  1.49603  -1.42582
H  -0.56135  0.22564  -0.65987
H  -1.39491  2.11147  0.49136
H  -0.00103  1.96217  1.66457
H  -0.34811  4.30915  0.87971
H  -0.23462  3.90176  -0.89157
H  1.86284  5.05642  0.20799
H  2.12830  3.66740  1.35231
H  4.57761  1.25600  -0.28429
H  5.53737  2.25837  -1.50052
H  5.74265  2.50938  0.34890
C  -3.68336  0.81718  -3.47052
O  -4.59903  1.76641  -2.94084
C  -4.16408  2.29944  -1.69085
C  -3.54408  3.68102  -1.86133
O  -2.32848  3.61375  -2.60031
C  -2.49611  3.99748  -3.95666
H  -3.93762  0.64644  -4.51806
H  -2.65254  1.17072  -3.42045
H  -3.77692  -0.12853  -2.92768
H  -3.46685  1.61460  -1.19688
H  -5.05230  2.38930  -1.05660
H  -3.29420  4.07782  -0.87207
H  -4.24954  4.37436  -2.33220
H  -2.57965  5.08682  -4.02566
H  -3.37591  3.53182  -4.40832
H  -1.61264  3.67827  -4.51185
C  6.16097  -5.86611  0.86371
O  4.93494  -5.75081  0.15751
C  3.84532  -5.40861  1.01368
C  3.50628  -3.92544  0.91793
O  4.56200  -3.12196  1.43621
C  5.36790  -2.56153  0.40936
H  6.97326  -5.87208  0.13501
H  6.31838  -5.03078  1.54764
H  6.18061  -6.80926  1.41965
H  4.05825  -5.69668  2.04867
H  2.98051  -5.98869  0.67486
H  2.62264  -3.72641  1.53248
H  3.26808  -3.64100  -0.11232
H  4.84074  -1.72385  -0.05764
H  5.63332  -3.30018  -0.35204
H  6.28719  -2.18710  0.86269
C  -7.00770  -1.01650  1.93790
O  -7.29957  -1.88772  0.85407
C  -6.80397  -1.39339  -0.38841
C  -5.50591  -2.08746  -0.78428
O  -4.44938  -1.75982  0.11322
C  -4.20243  -2.78812  1.06207
H  -7.17951  -1.56157  2.86729
H  -5.97016  -0.67969  1.92340
H  -7.67841  -0.15194  1.90850
H  -6.67280  -0.30685  -0.35110
H  -7.56439  -1.61382  -1.14475
H  -5.20451  -1.73040  -1.77434
H  -5.64290  -3.17229  -0.84677
H  -3.65907  -3.60936  0.58472
H  -5.12702  -3.16711  1.50505
H  -3.58199  -2.37414  1.85818


Computed, not measured: a 7-piece molecular cluster, C21H51BFN8O6 overall, with the ωB97M-V functional and the def2-TZVPD basis.

lowest unoccupied orbital energy: 2.0748 eV
E_HOMO: -0.1533 hartree
charge: -1

Geometry (Å):
C  0.96706  4.41682  3.29217
C  0.59625  3.06148  3.91756
C  0.90260  1.83086  3.03301
C  1.83708  0.78701  3.68490
B  3.40520  0.73903  3.16572
N  4.28158  -0.07912  4.20629
C  4.08991  2.26262  3.14095
C  4.20134  2.94315  1.82414
N  5.17660  3.59818  1.33141
C  3.54316  -0.08420  1.71630
C  2.34222  -0.23224  0.82402
C  2.11951  0.76744  -0.28962
F  2.43131  -1.53056  0.12838
H  0.10548  4.88791  2.81004
H  1.34170  5.12048  4.04137
H  1.74186  4.30800  2.52914
H  -0.47519  3.07345  4.13821
H  1.12152  2.95530  4.87044
H  1.33832  2.16826  2.08703
H  -0.05387  1.35296  2.79498
H  1.82343  0.91977  4.77612
H  1.40374  -0.21191  3.51963
H  3.71297  -0.82658  4.60369
H  4.48086  0.51967  5.00562
H  5.11281  2.19427  3.54597
H  3.53403  2.93562  3.81249
H  3.32231  2.87843  1.17091
H  5.94296  3.59065  2.01265
H  4.37612  0.29148  1.10296
H  3.83027  -1.10124  2.01435
H  1.42421  -0.33906  1.40913
H  1.57311  0.27129  -1.09341
H  1.50125  1.60481  0.02985
H  3.06085  1.14472  -0.69783
O  -0.42824  1.87516  -1.67380
C  -1.53108  1.35814  -1.67563
N  -2.26493  1.21129  -2.80373
C  -2.14846  0.80141  -0.41454
H  -3.18571  0.81446  -2.80532
H  -1.88475  1.57629  -3.65824
H  -2.22858  1.60653  0.31477
H  -1.48077  0.03639  -0.02141
H  -3.13206  0.36572  -0.58141
O  -4.52655  0.31107  -4.71695
C  -3.65686  -0.35247  -5.26188
N  -2.82614  0.18745  -6.18752
C  -3.42843  -1.80232  -4.92140
H  -2.08742  -0.33995  -6.61330
H  -2.93215  1.16047  -6.41932
H  -4.34753  -2.35391  -5.11471
H  -3.19844  -1.87607  -3.85765
H  -2.61246  -2.24766  -5.48816
O  -1.78267  -2.18638  -2.00168
C  -0.86805  -2.99154  -1.94484
N  -0.47937  -3.71374  -3.03375
C  -0.11047  -3.29178  -0.67078
H  0.31453  -4.33658  -3.00049
H  -0.99705  -3.61223  -3.88860
H  -0.83559  -3.60161  0.08321
H  0.41357  -2.41105  -0.30542
H  0.60512  -4.09615  -0.81689
O  -4.71294  2.86171  -2.42395
C  -5.28733  3.59103  -3.20515
N  -5.62298  3.17234  -4.46038
C  -5.66387  5.01130  -2.84753
H  -6.10703  3.76635  -5.10541
H  -5.32535  2.24369  -4.74298
H  -4.75610  5.55045  -2.58186
H  -6.31028  4.99068  -1.97155
H  -6.17125  5.53693  -3.65604
O  -1.33838  -0.00494  4.58307
C  -1.74579  -1.06861  4.17376
N  -2.94723  -1.58988  4.57058
C  -0.95875  -1.89894  3.18490
H  -3.29079  -2.46577  4.22713
H  -3.49868  -1.05976  5.22210
H  0.01486  -2.12115  3.61895
H  -0.78813  -1.30043  2.29027
H  -1.45752  -2.82776  2.90741
O  2.41321  -5.20053  -2.57538
C  3.12103  -5.36173  -1.58753
N  3.35235  -4.39056  -0.69441
C  3.80434  -6.68542  -1.32487
H  3.94974  -4.52619  0.10007
H  2.96259  -3.46986  -0.83755
H  4.44136  -6.91857  -2.17668
H  3.04478  -7.46247  -1.24834
H  4.40614  -6.68159  -0.41776